One molecule with the formula C3H4O2 in a non-equilibrium geometry, computed with the ωB97M-V functional and the def2-TZVPD basis.

```
9
Properties=species:S:1:pos:R:3:forces:R:3
H 1.2931 -0.1393 1.5144 -0.6 0.3 0.1
C 0.8076 -0.4314 0.5806 0.6 -0.8 0.4
H 1.2187 -1.3392 0.1906 -0.1 -0.9 0.1
O -0.4154 1.2792 0.1198 -0.8 2.9 1.1
C 0.5864 0.4810 -0.5503 0.1 0.0 0.0
C -0.5617 -0.0730 0.0678 0.4 -1.0 -0.2
H 1.1431 0.9133 -1.3157 0.5 0.2 -1.4
H -2.3131 -0.0560 -0.4976 -2.9 3.3 -2.2
O -1.7587 -0.6346 -0.1097 2.9 -4.0 2.1
```
Forces are in eV/Å.

## Properties
Energy relative to the best compared isomer or geometry (same formula, charge and spin), kcal/mol: 94.45
Charge: 0
Highest occupied orbital energy, eV: -8.59
Molar mass, Da: 72.1
2S+1: 1
Calculated total energy, eV: -7266.590
Orbital gap, eV: 9.51

Löwdin charges in e: 0.11 0.02 0.10 0.05 -0.13 -0.50 0.13 0.06 0.17